Density functional theory data (ωB97M-V/def2-TZVPD) for a single C2H5IO molecule at a distorted geometry.

gap between HOMO and LUMO: 0.3614 hartree
structure (SMILES): C[C@H](O)I
LUMO energy: 0.43 eV
E_tot: -12302.4288 eV
spin multiplicity: 1
energy above the lowest of the compared OMol25 structures with the same formula, charge and spin: 0.444 eV
E_HOMO: -9.402 eV

XYZ file:
```
9
Properties=species:S:1:pos:R:3:forces:R:3:mulliken_charge:R:1
C -0.308 -0.529 -0.034 -0.4482 -2.4302 0.5268 -0.837
C 0.730 0.465 0.429 0.4931 1.9027 0.8162 -0.199
O 0.519 1.788 -0.069 -0.4823 -1.5477 -2.1049 -0.488
I 2.847 -0.094 -0.007 -0.4749 -0.2249 -0.2906 -0.025
H -0.533 -0.235 -1.023 -0.0823 0.0791 -1.5300 0.276
H 0.094 -1.616 -0.099 -0.6394 1.9180 0.2978 0.274
H -1.373 -0.579 0.406 1.9644 0.4974 0.2209 0.255
H 0.921 0.646 1.494 -0.7525 -0.4923 -0.2415 0.389
H 0.347 1.703 -1.073 0.4220 0.2980 2.3054 0.354
```
Positions in Å, forces in eV/Å.